C42H100N10O16 | ωB97M-V with the def2-TZVPD basis set

The geometry in XYZ format:
```
168
Properties=species:S:1:pos:R:3:forces:R:3:mulliken_charge:R:1
C -0.064521 -4.160093 2.339146 0.5 0.1 -0.1 -0.371
O 0.947859 -4.212503 1.327436 -0.4 0.4 0.2 -0.546
C 1.012429 -2.983383 0.577406 1.0 -1.3 -0.2 2.029
C 2.180669 -3.054343 -0.431144 0.1 -0.9 0.8 0.951
O 3.482639 -3.338663 0.185826 -0.8 1.1 -0.7 -0.546
C 4.612649 -2.814303 -0.540284 -1.1 -0.6 0.7 -0.958
H 0.079979 -5.021183 2.991636 0.0 0.0 -0.1 0.393
H -1.091001 -4.146863 1.972726 -0.1 -0.2 -0.5 0.155
H 0.000649 -3.255603 2.943916 0.2 0.2 0.0 -0.119
H 1.077659 -2.138293 1.262726 0.0 0.0 -0.2 -0.679
H 0.133739 -2.953743 -0.066884 -0.3 0.6 0.1 -0.347
H 2.083509 -2.188943 -1.086694 0.7 0.6 0.4 -0.015
H 1.980559 -3.882543 -1.110954 -0.1 -0.3 0.0 -0.703
H 4.631229 -1.725483 -0.493134 0.0 0.1 -0.1 0.318
H 4.572809 -3.170533 -1.569664 0.1 0.1 -0.3 0.252
H 5.488419 -3.230353 -0.042254 0.0 0.1 -0.1 0.387
C -0.116981 0.277477 1.655066 0.1 -0.3 -0.6 0.572
O 0.702819 0.034127 0.485676 -0.5 0.1 -0.2 0.093
C 0.310969 0.857917 -0.646804 -0.3 -0.6 1.3 -0.376
C 0.679829 0.274157 -1.991704 -0.4 0.3 1.3 -1.584
O -0.084261 -0.895603 -2.248424 0.9 -0.8 -0.8 1.173
C 0.278399 -1.491713 -3.519634 0.4 0.5 0.7 -1.296
H 0.116119 -0.433763 2.447456 0.4 -0.3 -0.3 -0.675
H -1.160491 0.078307 1.411066 -0.2 0.3 0.0 0.320
H 0.023659 1.265947 2.092406 -0.1 0.3 -0.3 0.457
H 0.815299 1.812807 -0.498724 -0.2 0.3 -0.3 0.611
H -0.770861 0.985157 -0.607324 -0.1 0.3 0.1 -0.581
H 1.759009 0.126317 -1.951484 0.2 -0.4 -0.7 0.374
H 0.384709 1.047827 -2.700544 0.4 0.1 -0.4 0.274
H 1.339169 -1.742363 -3.525404 0.2 0.0 0.1 0.064
H 0.123269 -0.769783 -4.321424 -0.3 -0.1 -0.2 0.321
H -0.242751 -2.434573 -3.685484 -0.4 0.2 0.1 0.166
C 1.384609 6.163997 -0.975684 -1.0 0.5 -1.0 -1.022
O 2.169339 6.072077 -2.182774 0.0 0.1 2.4 -0.034
C 1.480729 5.852547 -3.375244 1.5 -0.1 0.7 -0.730
C 0.910969 4.457057 -3.523174 -1.0 -0.1 -0.9 -0.103
O -0.476251 4.544687 -3.341774 -1.1 1.1 -0.2 -0.099
C -1.234431 3.423477 -3.646264 -0.4 -0.2 0.1 -0.765
H 2.005889 6.219767 -0.081824 0.1 -0.2 -0.4 0.191
H 0.575019 5.440287 -0.881284 0.6 -1.2 0.0 -0.118
H 0.708229 7.017677 -1.018714 0.4 0.9 0.0 0.594
H 2.328099 6.002147 -4.044334 -0.4 -0.2 -0.7 0.270
H 0.756509 6.644107 -3.567694 -0.5 -0.2 -0.1 0.336
H 1.207389 3.630197 -2.877774 1.1 0.4 0.3 0.090
H 1.130089 4.187997 -4.556464 -0.1 -0.5 -0.3 0.502
H -1.096241 3.041657 -4.657804 0.5 -0.1 -0.2 0.481
H -2.291581 3.686547 -3.609984 0.0 0.2 0.3 0.315
H -1.054741 2.639487 -2.910624 0.0 -0.3 0.0 0.048
C -0.286761 -5.673883 -2.207334 1.5 0.3 -0.5 -0.587
C 0.981579 -5.500973 -3.090484 -0.2 -1.3 0.9 0.591
O 0.957249 -5.074623 -4.210574 -1.4 1.4 -2.3 -0.631
N 2.190199 -5.855353 -2.658464 1.9 -1.2 3.2 -0.156
C 2.612319 -6.565423 -1.407634 -0.6 -0.4 -1.4 -0.965
H -0.368631 -4.682773 -1.761114 -0.6 0.0 0.0 -0.238
H -0.193061 -6.385673 -1.387164 0.1 0.0 -0.2 0.302
H -1.112751 -5.946173 -2.864374 0.0 0.3 0.2 0.445
H 2.998809 -5.718683 -3.248014 -0.7 0.3 -0.5 0.232
H 3.400489 -6.039843 -0.868514 -0.4 0.2 0.2 0.211
H 3.016119 -7.512143 -1.766484 0.2 -0.2 0.2 0.439
H 1.748359 -6.845933 -0.805144 0.2 0.5 0.2 0.259
C 4.563649 3.442977 2.015506 -0.8 -0.7 -0.7 -0.877
C 4.890699 2.308127 2.961336 1.7 0.6 0.6 0.460
O 5.887249 2.488717 3.666046 -0.4 -0.5 0.0 -0.666
N 4.262499 1.112297 2.944896 -0.7 0.3 -0.4 0.022
C 2.868749 0.893597 2.575916 0.2 0.5 -0.4 0.191
H 5.497229 3.646507 1.491006 0.1 0.4 0.4 0.398
H 4.147219 4.298237 2.547686 0.3 0.0 0.0 0.251
H 3.883289 3.183957 1.204256 -0.4 -0.1 0.2 0.206
H 4.704509 0.374917 3.474976 0.1 0.4 0.1 0.175
H 2.818299 0.293207 1.667576 -0.3 -0.6 0.5 0.176
H 2.339469 1.804107 2.294966 0.4 0.3 0.2 -0.007
H 2.337429 0.559667 3.467146 -0.2 -0.4 -0.4 -0.228
C -0.831611 4.931367 1.791906 0.7 0.3 0.3 -0.345
C -1.730371 4.415797 0.702566 1.3 1.2 1.1 -4.505
O -1.795241 3.254547 0.397446 -0.1 -3.0 -0.5 2.485
N -2.451381 5.332077 0.120926 -2.0 1.6 -1.8 1.680
C -3.224631 5.153317 -1.114264 0.3 0.1 -0.3 -1.188
H -1.407481 4.984797 2.715826 0.1 -0.2 0.2 -0.226
H -0.435021 5.933727 1.630416 -0.5 0.3 -0.3 0.398
H 0.085779 4.352577 1.899186 -0.4 -0.6 0.2 -0.386
H -2.292901 6.300927 0.358226 0.1 0.2 0.2 0.359
H -3.334741 4.119627 -1.442064 0.4 -0.1 0.5 -0.300
H -2.694921 5.692117 -1.899894 0.1 -0.1 -0.2 0.358
H -4.232381 5.568607 -1.106874 0.0 0.1 0.6 0.638
C -3.051621 0.325317 -2.376194 -0.5 0.0 0.3 0.212
C -3.504561 -0.965293 -1.666604 -0.7 0.1 -0.6 0.575
O -4.703661 -1.221073 -1.511394 0.8 0.6 0.0 -0.709
N -2.537651 -1.777603 -1.235504 0.2 -1.0 0.4 0.727
C -2.831131 -2.979033 -0.452474 0.5 -0.3 0.0 -0.379
H -3.600141 0.394267 -3.315594 -0.2 0.2 0.2 0.435
H -2.004881 0.557487 -2.572524 0.1 -0.9 0.1 -0.230
H -3.343001 1.114237 -1.682804 -0.4 0.3 -0.2 -0.428
H -1.627771 -1.655973 -1.656724 0.2 0.2 0.5 -0.207
H -3.733121 -3.496333 -0.779444 -0.2 0.4 0.0 0.484
H -2.838011 -2.798753 0.622496 -0.4 0.4 0.0 -0.351
H -2.028301 -3.711613 -0.535434 0.2 0.1 -0.5 -0.013
C -3.468931 -3.035463 4.863556 -1.1 0.5 0.1 -1.545
C -3.588231 -2.215883 3.551396 0.6 -1.4 0.3 0.609
O -2.555261 -1.859363 3.001856 -0.2 0.5 -0.2 -0.211
N -4.829511 -2.051843 3.006196 1.0 -0.5 0.9 -0.076
C -5.067411 -1.342503 1.775326 -0.4 0.7 0.4 -0.570
H -2.536461 -3.568213 5.050036 0.1 0.1 -0.8 0.264
H -4.304001 -3.733253 4.925616 0.0 -0.2 0.1 0.402
H -3.565421 -2.389733 5.736386 -0.1 0.3 -0.1 0.351
H -5.658541 -2.445953 3.427506 0.5 0.0 0.3 0.192
H -5.769601 -0.561333 2.066536 -0.4 0.1 -0.6 0.453
H -5.471931 -2.040493 1.042346 0.2 0.4 -0.3 0.317
H -4.180861 -0.801933 1.443776 0.1 -0.5 -0.1 -0.181
C -0.596021 1.167467 5.294406 0.1 0.2 0.3 -0.275
C -0.125581 2.591477 5.046756 0.3 -0.3 0.0 -0.172
O 0.727919 2.767837 4.204496 0.7 0.2 -1.0 -0.142
N -0.620911 3.613057 5.772806 0.0 1.4 0.0 0.161
C -0.209971 5.079857 5.607176 -0.3 -1.1 0.6 -1.504
H -1.550951 1.077197 5.812156 -0.1 0.0 -0.3 0.445
H 0.138179 0.636357 5.900176 0.2 0.2 0.2 0.307
H -0.566291 0.659617 4.330396 -0.5 0.1 0.1 -0.471
H -1.172491 3.337537 6.572776 -0.1 0.5 -0.1 0.211
H -1.046811 5.724537 5.338496 -0.3 -0.3 0.2 0.528
H 0.535149 5.289027 4.839626 0.0 -0.9 0.0 0.224
H 0.200819 5.415277 6.559466 0.0 0.0 0.0 0.365
C 6.118569 -1.450273 -3.889354 -0.3 -1.1 -0.5 -1.136
C 4.737419 -1.328983 -4.540634 0.7 0.9 -0.1 0.852
O 4.291679 -0.224713 -4.760894 -0.2 1.1 0.1 -0.618
N 4.073959 -2.404183 -4.978434 -0.5 -1.6 0.4 -0.120
C 2.859999 -2.344833 -5.800854 0.4 -0.1 0.0 -0.829
H 6.553659 -2.434903 -4.060534 -0.1 -0.3 0.1 0.351
H 6.069599 -1.292943 -2.811884 0.0 0.3 -0.2 0.165
H 6.793489 -0.770123 -4.408964 -0.3 0.3 0.4 0.350
H 4.355359 -3.335023 -4.705574 0.2 0.3 0.0 0.214
H 2.116499 -3.070743 -5.471674 0.1 0.0 0.2 0.097
H 3.185949 -2.633283 -6.800184 -0.4 0.3 -0.3 0.407
H 2.421359 -1.347133 -5.783864 0.3 -0.1 -0.1 0.344
C -1.091971 -3.644623 -7.015914 0.4 -0.8 -0.9 -1.285
C -1.375991 -2.169143 -6.959514 2.2 1.1 -0.8 0.880
O -0.583111 -1.296853 -7.371044 -0.8 -1.5 0.4 -0.687
N -2.517901 -1.839083 -6.380954 -1.3 1.2 -0.4 -0.164
C -2.900131 -0.412903 -6.200744 0.1 -0.5 0.6 -0.401
H -1.829301 -4.215143 -7.580684 -0.6 0.3 0.1 0.480
H -0.999841 -4.131723 -6.045174 0.2 0.2 0.1 0.218
H -0.204471 -3.828073 -7.621554 0.3 0.3 0.4 0.310
H -3.108951 -2.598153 -6.073404 -0.2 0.5 0.1 0.214
H -2.382241 0.344637 -6.788964 0.8 -0.9 -0.2 0.281
H -2.644561 -0.242303 -5.154954 -0.6 0.7 0.0 -0.213
H -3.932141 -0.192433 -6.473614 -0.3 -0.6 0.6 0.404
C -3.601591 2.498427 3.428706 1.9 -1.0 -0.6 -0.316
C -4.705371 2.194827 2.479016 -3.1 1.6 2.4 0.473
O -5.816171 1.977037 3.021696 0.7 -0.6 -1.3 -0.691
N -4.556011 2.428187 1.183246 0.7 0.7 -0.8 0.965
C -5.569081 2.380577 0.152196 -0.1 -1.0 0.4 -1.022
H -3.694841 1.897437 4.333256 -0.3 0.2 -0.1 0.336
H -3.429891 3.544777 3.681226 -0.5 0.1 -0.2 0.209
H -2.693251 2.171367 2.922676 0.6 0.1 0.2 -0.335
H -3.658211 2.708267 0.814976 0.5 -0.1 0.4 -0.461
H -6.575241 2.430817 0.568406 0.2 -0.1 0.1 0.415
H -5.391331 1.401927 -0.293604 -0.7 0.0 -0.7 0.343
H -5.447691 3.165857 -0.593914 0.2 0.0 0.2 0.066
C 3.889469 -0.713483 7.597886 -0.5 0.3 -0.3 -1.324
C 2.579099 -0.974693 6.840726 -0.3 0.4 2.6 0.795
O 1.499779 -0.765473 7.391646 0.2 -0.2 -0.7 -0.635
N 2.737889 -1.511593 5.634426 0.4 -0.6 -1.6 -0.082
C 1.640749 -1.919473 4.767536 -0.2 0.2 0.2 -0.566
H 3.744739 -0.248713 8.573146 -0.5 0.0 -0.2 0.336
H 4.443629 0.001847 6.990186 0.6 -0.3 0.0 0.336
H 4.389949 -1.663403 7.785726 0.3 0.1 -0.4 0.341
H 3.678569 -1.557143 5.269516 -0.2 -0.1 0.1 0.270
H 0.744879 -1.768213 5.369736 -0.1 0.0 -0.3 0.317
H 1.680639 -2.951923 4.420326 0.3 -0.2 0.5 0.339
H 1.599169 -1.346683 3.841106 0.0 0.3 0.2 -0.064
```
Forces are in eV/Å.

Properties
Frontier orbital gap (alpha / beta): 1.1438 / 8.5341 eV
Charge: -1
Energy above the lowest of the compared OMol25 structures with the same formula, charge and spin: 0.0 kcal/mol
Highest occupied orbital energy (alpha / beta): 0.51 / -6.94 eV
Spin multiplicity: 2
Electronic energy: -3411.6236 hartree